This record from the OMol25 dataset describes a cluster of 3 separate species, C2H9NO3 in total at a distorted geometry. The level of theory is ωB97M-V/def2-TZVPD.

The calculation puts the LUMO energy at 0.7 eV. The charge is 0. The relative energy (zero: lowest compared OMol25 entry of this formula, charge and spin) is 33.3 kcal per mole. The multiplicity is 1. The SMILES is CNC=O.O.O. For the HOMO energy, the calculation gives -10.0 eV. As for the frontier orbital gap: 10.73 eV.

Geometry as XYZ:
```
15
Properties=species:S:1:pos:R:3:lowdin_charge:R:1
C 1.48 0.22 0.69 -0.338
N 1.00 1.37 0.11 -0.023
C -0.12 1.31 -0.83 -0.089
O 0.88 -0.83 0.68 0.000
H 2.56 0.25 0.96 0.135
H 1.12 2.31 0.48 0.125
H -0.70 0.40 -0.71 0.059
H 0.23 1.43 -1.86 0.084
H -0.82 2.15 -0.75 0.084
H -1.40 0.12 1.73 0.031
H -2.11 -0.93 0.83 0.029
O -2.27 -0.17 1.41 -0.067
H 0.48 -2.80 -1.47 0.046
H -0.04 -2.43 -0.18 -0.003
O -0.30 -2.38 -1.10 -0.072
```

=====

This record from the OMol25 dataset describes an isolated molecule of C4H8O2 at a distorted geometry. The level of theory is ωB97M-V/def2-TZVPD.

The calculation puts the LUMO energy at 0.8 eV. The charge is 0. The relative energy (zero: lowest compared OMol25 entry of this formula, charge and spin) is 50.6 kcal per mole. The multiplicity is 1. The SMILES is CO[C@@H](C)C=O. For the HOMO energy, the calculation gives -9.5 eV. As for the frontier orbital gap: 10.33 eV.

Geometry as XYZ:
```
14
Properties=species:S:1:pos:R:3:lowdin_charge:R:1
C 2.00 0.07 -0.47 -0.096
O 0.91 -0.73 -0.06 -0.161
C -0.33 -0.10 -0.28 -0.345
C -1.45 -1.03 0.19 -0.045
C -0.65 1.21 0.64 -0.186
O -0.56 2.38 0.40 0.069
H 2.92 -0.46 -0.22 0.092
H 1.98 0.26 -1.56 0.095
H 1.98 1.03 0.06 0.086
H -0.40 0.18 -1.35 0.147
H -2.28 -1.08 -0.52 0.087
H -1.11 -2.02 0.49 0.093
H -1.83 -0.56 1.11 0.050
H -1.18 0.85 1.57 0.113
```

=====

This record from the OMol25 dataset describes a cluster of 11 separate species, H22O11 in total at a distorted geometry. The level of theory is ωB97M-V/def2-TZVPD.

The calculation puts the LUMO energy at 0.3 eV. The charge is 0. The relative energy (zero: lowest compared OMol25 entry of this formula, charge and spin) is 9.5 kcal per mole. The multiplicity is 1. The SMILES is O.O.O.O.O.O.O.O.O.O.O. For the HOMO energy, the calculation gives -11.1 eV. As for the frontier orbital gap: 11.41 eV.

Geometry as XYZ:
```
33
Properties=species:S:1:pos:R:3:lowdin_charge:R:1
O 8.34 5.78 4.00 -0.072
H 8.02 4.90 4.39 0.089
H 7.57 6.02 3.49 0.020
O 9.77 6.50 8.65 -0.093
H 10.56 6.20 8.11 0.046
H 9.58 7.38 8.25 0.034
O 8.66 7.50 6.11 -0.080
H 8.11 8.22 5.75 0.054
H 8.50 6.75 5.48 0.001
O 6.60 3.58 5.64 -0.054
H 7.31 3.69 6.27 -0.012
H 6.41 2.63 5.52 0.083
O 4.56 5.40 5.72 -0.041
H 4.22 4.75 6.34 0.061
H 5.40 5.09 5.53 -0.047
O 5.14 8.82 4.99 -0.029
H 5.19 8.39 5.83 -0.035
H 4.92 9.72 5.12 0.032
O 5.65 6.20 3.35 -0.056
H 4.86 5.74 3.56 0.020
H 5.55 7.14 3.68 0.054
O 11.69 4.99 6.32 -0.094
H 11.66 5.56 5.45 0.046
H 12.44 4.42 6.23 0.019
O 8.85 4.06 7.12 -0.020
H 8.92 4.82 7.67 0.004
H 9.62 4.08 6.56 0.019
O 11.17 6.36 4.08 -0.025
H 10.22 6.30 4.17 -0.001
H 11.44 7.18 3.67 0.067
O 5.52 7.47 7.36 -0.073
H 5.28 6.49 7.38 0.070
H 6.45 7.45 7.10 0.015
```

=====

This record from the OMol25 dataset describes a cluster of 2 separate species, C19H22BF9N3O11PS4 in total at a distorted geometry. The level of theory is ωB97M-V/def2-TZVPD.

The calculation puts the LUMO energy at -0.7 eV. The charge is 0. The multiplicity is 1. The SMILES is CN(C)B(O)[C@]1(CCCSC(=S)n2ccnc2)OC(=O)O[C@@]1(P(O)(O)=S)S(=O)(=O)C(F)(F)C(F)(F)C(F)(F)C(F)(F)F.O=C1OCCO1. For the HOMO energy, the calculation gives -8.8 eV. As for the frontier orbital gap: 8.10 eV.

Geometry as XYZ:
```
70
Properties=species:S:1:pos:R:3:lowdin_charge:R:1
C -0.12 1.02 -2.14 -0.045
N -0.20 1.20 -0.67 -0.051
C -1.06 2.37 -0.37 -0.083
B 1.11 1.45 -0.09 -0.553
O 1.59 2.72 0.02 0.195
C 2.08 0.27 0.46 -0.230
C 1.54 -0.18 1.84 -0.081
C 0.05 -0.58 1.92 -0.240
C -0.84 0.43 2.64 -0.439
S -2.23 -0.41 3.47 0.921
C -3.36 -0.43 2.11 -1.036
S -3.96 0.93 1.46 0.729
N -3.71 -1.69 1.65 -0.135
C -3.01 -2.88 1.84 -0.084
C -3.71 -3.82 1.17 -0.131
N -4.84 -3.26 0.58 0.079
C -4.80 -2.01 0.88 -0.183
O 3.39 0.85 0.75 0.062
C 4.24 -0.19 0.97 -0.555
O 5.26 -0.15 1.59 0.196
O 3.75 -1.30 0.35 -0.017
C 2.62 -0.90 -0.43 -0.376
P 3.38 -0.32 -2.08 0.225
O 2.34 -0.79 -3.18 -0.172
O 3.19 1.27 -2.09 -0.168
S 5.18 -0.86 -2.35 0.456
S 1.54 -2.38 -0.46 0.823
O 1.56 -2.91 0.87 -0.220
O 0.27 -1.98 -0.99 -0.256
C 2.30 -3.77 -1.48 -0.448
F 3.61 -3.52 -1.51 0.114
F 2.12 -4.85 -0.73 0.138
C 1.82 -4.12 -2.95 -0.357
F 2.68 -3.55 -3.80 0.165
F 1.95 -5.45 -3.07 0.166
C 0.38 -3.80 -3.48 -0.349
F 0.20 -2.50 -3.68 0.155
F 0.34 -4.38 -4.70 0.160
C -0.81 -4.41 -2.65 -0.565
F -0.43 -4.71 -1.41 0.181
F -1.81 -3.56 -2.62 0.202
F -1.22 -5.53 -3.23 0.196
H 0.80 1.44 -2.57 0.085
H -0.24 -0.03 -2.41 0.068
H -0.95 1.56 -2.60 0.099
H -2.11 2.08 -0.48 0.066
H -0.91 2.67 0.67 0.042
H -0.86 3.22 -1.01 0.098
H 1.99 2.94 0.87 0.126
H 1.70 0.68 2.50 0.139
H 2.14 -0.99 2.25 0.129
H 0.00 -1.50 2.50 0.092
H -0.37 -0.81 0.95 0.089
H -1.31 1.13 1.97 0.019
H -0.31 0.95 3.44 0.083
H -2.10 -2.95 2.39 0.093
H -3.45 -4.86 1.08 0.100
H -5.54 -1.31 0.55 0.107
H 1.47 -0.40 -3.04 0.040
H 3.97 1.65 -1.68 0.094
C -1.29 7.22 2.28 -0.107
C -2.48 6.58 1.58 -0.105
O -2.00 5.25 1.34 0.062
C -1.03 4.98 2.24 -0.560
O -0.55 3.90 2.41 0.149
O -0.67 6.09 2.91 0.071
H -1.57 7.96 3.02 0.133
H -0.58 7.66 1.58 0.133
H -3.36 6.52 2.22 0.135
H -2.74 7.06 0.64 0.133
```

=====

This record from the OMol25 dataset describes a structure of composition C20H24IN2Ru at a distorted geometry. The level of theory is ωB97M-V/def2-TZVPD.

The calculation puts the LUMO energy (alpha / beta) at -5.8 / -7.7 eV. The charge is +2. The multiplicity is 6. For the HOMO energy (alpha / beta), the calculation gives -12.2 / -14.2 eV. As for the frontier orbital gap (alpha / beta): 6.41 / 6.42 eV.

Geometry as XYZ:
```
48
Properties=species:S:1:pos:R:3:lowdin_charge:R:1
Ru -0.23 -1.99 0.24 1.167
C -0.31 -2.23 2.85 -0.089
C 0.14 -0.95 2.63 -0.100
C 1.33 -0.74 1.95 -0.127
C 2.07 -1.82 1.51 -0.107
C 1.61 -3.11 1.74 -0.123
C 0.42 -3.31 2.41 -0.091
H -1.24 -2.39 3.38 0.135
H -0.44 -0.11 2.98 0.136
H 1.69 0.26 1.77 0.057
H 3.00 -1.67 1.00 0.121
H 2.19 -3.96 1.41 0.131
H 0.07 -4.32 2.60 0.134
I 1.67 -3.24 -2.37 1.225
C 0.34 -1.68 -2.75 -0.687
C 0.24 -1.17 -4.04 -0.098
C -0.66 -0.13 -4.27 -0.008
C -1.41 0.37 -3.22 0.013
C -1.24 -0.20 -1.97 -0.157
N -0.39 -1.21 -1.71 -0.165
H 0.83 -1.57 -4.85 0.110
H -0.76 0.29 -5.27 0.132
H -2.12 1.18 -3.37 0.131
H -1.81 0.15 -1.11 0.039
C 2.81 1.52 0.30 0.003
N 1.40 1.71 0.68 -0.225
C 1.14 3.15 0.88 0.007
C 0.52 1.10 -0.36 -0.107
C -0.94 1.02 0.04 -0.317
C -1.82 2.22 0.08 -0.034
C -3.11 2.11 0.43 -0.029
C -3.68 0.78 0.77 -0.028
C -2.90 -0.31 0.71 -0.082
C -1.48 -0.19 0.33 -0.279
H 3.49 1.93 1.08 0.134
H 3.04 2.03 -0.67 0.138
H 3.05 0.44 0.20 0.102
H 1.25 1.22 1.59 0.119
H 1.20 3.71 -0.08 0.133
H 1.89 3.59 1.58 0.126
H 0.16 3.32 1.37 0.109
H 0.88 0.06 -0.53 0.099
H 0.61 1.63 -1.33 0.168
H -1.43 3.20 -0.18 0.109
H -3.75 2.98 0.45 0.117
H -4.72 0.69 1.05 0.119
H -3.31 -1.29 0.96 0.104
H 0.73 -3.07 -0.88 -0.261
```

=====

This record from the OMol25 dataset describes an isolated molecule of C5H6 at a distorted geometry. The level of theory is ωB97M-V/def2-TZVPD.

The calculation puts the LUMO energy at 1.2 eV. The charge is 0. The relative energy (zero: lowest compared OMol25 entry of this formula, charge and spin) is 62.3 kcal per mole. The multiplicity is 1. The SMILES is C#CC1CC1. For the HOMO energy, the calculation gives -8.8 eV. As for the frontier orbital gap: 9.92 eV.

Geometry as XYZ:
```
11
Properties=species:S:1:pos:R:3:lowdin_charge:R:1
C 2.40 -0.16 -0.17 0.079
C 1.31 0.36 -0.09 -0.159
C -0.06 0.75 -0.22 -0.270
C -0.74 -0.67 -0.20 -0.113
C -1.18 0.41 0.72 -0.129
H 3.06 -0.94 -0.44 0.018
H -0.24 1.55 -0.97 0.148
H -1.23 -0.94 -1.11 0.093
H -0.23 -1.52 0.30 0.122
H -2.11 0.85 0.40 0.103
H -0.98 0.31 1.78 0.108
```

=====

What did the sixth record say?
This record from the OMol25 dataset describes an isolated molecule of C5H6 at a distorted geometry. The level of theory is ωB97M-V/def2-TZVPD.

The calculation puts the LUMO energy at 1.2 eV. The charge is 0. The relative energy (zero: lowest compared OMol25 entry of this formula, charge and spin) is 62.3 kcal per mole. The multiplicity is 1. The SMILES is C#CC1CC1. For the HOMO energy, the calculation gives -8.8 eV. As for the frontier orbital gap: 9.92 eV.

Geometry as XYZ:
```
11
Properties=species:S:1:pos:R:3:lowdin_charge:R:1
C 2.40 -0.16 -0.17 0.079
C 1.31 0.36 -0.09 -0.159
C -0.06 0.75 -0.22 -0.270
C -0.74 -0.67 -0.20 -0.113
C -1.18 0.41 0.72 -0.129
H 3.06 -0.94 -0.44 0.018
H -0.24 1.55 -0.97 0.148
H -1.23 -0.94 -1.11 0.093
H -0.23 -1.52 0.30 0.122
H -2.11 0.85 0.40 0.103
H -0.98 0.31 1.78 0.108
```

=====

What is the formula in the fourth record?
C19H22BF9N3O11PS4